C27H25N5O5 | the ωB97M-V functional and the def2-TZVPD basis

Each line ends with the natural charge from an NBO analysis.
Geometry (Å):
C -7.879 -3.313 1.758  -0.253
O -7.775 -2.228 0.866  -0.491
C -6.544 -1.711 0.616  0.335
C -5.355 -2.157 1.181  -0.300
C -4.173 -1.529 0.842  -0.136
C -4.126 -0.454 -0.041  -0.175
C -2.827 0.155 -0.333  0.265
C -2.731 1.632 -0.618  -0.692
N -1.828 -0.638 -0.283  -0.237
N -0.575 -0.194 -0.537  -0.469
C 0.504 -0.995 -0.374  0.682
O 0.485 -2.137 0.016  -0.580
C 1.826 -0.276 -0.723  -0.160
N 2.889 -1.227 -0.549  -0.606
C 4.173 -0.883 -0.805  0.659
O 4.463 0.209 -1.261  -0.630
C 5.187 -1.933 -0.511  -0.082
C 6.489 -1.519 -0.247  -0.178
C 7.477 -2.446 0.028  -0.216
C 7.174 -3.798 0.028  -0.196
C 5.884 -4.218 -0.253  -0.216
C 4.891 -3.293 -0.520  -0.201
C 1.993 0.920 0.188  0.166
N 2.502 0.662 1.344  -0.191
N 2.658 1.633 2.236  -0.391
C 2.295 2.953 2.101  0.617
O 2.457 3.742 3.010  -0.605
C 1.712 3.263 0.790  -0.142
C 1.306 4.571 0.519  -0.143
C 0.769 4.889 -0.707  -0.208
C 0.649 3.904 -1.685  -0.181
C 1.045 2.609 -1.433  -0.239
C 1.574 2.254 -0.184  0.004
C -5.333 -0.023 -0.632  0.350
O -5.259 0.980 -1.549  -0.505
C -6.429 1.371 -2.226  -0.251
C -6.518 -0.653 -0.293  -0.355
H -8.939 -3.559 1.799  0.201
H -7.319 -4.182 1.398  0.179
H -7.531 -3.044 2.759  0.178
H -5.336 -2.979 1.877  0.216
H -3.242 -1.866 1.267  0.239
H -2.598 1.808 -1.685  0.233
H -1.888 2.071 -0.082  0.216
H -3.637 2.135 -0.302  0.246
H -0.431 0.771 -0.834  0.386
H 1.814 0.050 -1.769  0.228
H 2.636 -2.059 -0.033  0.433
H 6.705 -0.462 -0.263  0.233
H 8.484 -2.117 0.238  0.215
H 7.944 -4.526 0.239  0.214
H 5.651 -5.273 -0.266  0.215
H 3.895 -3.637 -0.760  0.215
H 3.086 1.343 3.109  0.410
H 1.432 5.309 1.296  0.244
H 0.452 5.899 -0.919  0.222
H 0.244 4.159 -2.653  0.221
H 0.965 1.876 -2.222  0.218
H -7.175 1.783 -1.538  0.179
H -6.117 2.147 -2.923  0.200
H -6.868 0.538 -2.783  0.182
H -7.461 -0.354 -0.720  0.228

As for the energy above the lowest of the compared OMol25 structures with the same formula, charge and spin: 251.6 kJ/mol. The orbital gap is 8.22 eV. Its HOMO energy is -8.10 eV. The value obtained for the total energy is -1693.8711 Ha.